No. 1
Density functional theory data (the ωB97M-V functional and the def2-TZVPD basis) for C49H61N4O2Pt as an isolated structure at a distorted geometry.

XYZ file:
```
117
Properties=species:S:1:pos:R:3:forces:R:3
Pt -0.32842 -0.54649 0.36593 0.88 -0.47 0.90
C -2.78489 -4.87367 -0.48839 0.03 0.04 -0.02
C -3.37227 -3.76562 0.38719 0.08 0.08 0.05
C -4.37931 -4.33517 1.38737 0.07 -0.04 -0.01
C -3.99124 -2.67177 -0.46604 0.12 0.34 -0.15
C -5.03186 -3.06596 -1.29146 -0.01 0.02 -0.02
C -5.64032 -2.18091 -2.15753 -0.12 -0.07 -0.07
C -5.18011 -0.88528 -2.20735 0.01 0.10 -0.06
C -4.14308 -0.42755 -1.39893 0.13 -0.20 0.31
C -3.72162 1.00348 -1.62246 -0.34 0.24 0.14
C -2.49113 1.03823 -2.50779 0.26 -0.08 -0.03
C -3.52633 1.78881 -0.32896 0.21 -0.09 -0.04
C -3.54276 -1.31738 -0.48292 -0.08 -0.47 -0.33
N -2.49134 -1.00237 0.43995 0.02 0.96 -0.02
C -2.88389 -1.13580 1.72389 0.25 -0.39 0.07
O -4.02672 -1.12442 2.17631 0.18 -0.02 0.14
C -1.72366 -1.51799 2.63886 0.19 0.05 0.07
C -1.81964 -1.76128 4.00000 -0.04 0.08 -0.17
C -0.67050 -2.11229 4.69565 -0.06 -0.03 0.11
C 0.55436 -2.19266 4.04690 0.09 0.05 -0.26
C 0.60238 -1.92188 2.69029 -0.29 0.05 -0.11
N -0.53825 -1.65034 2.03045 -0.07 -0.18 -0.18
C 1.85618 -1.88300 1.82948 -0.31 -0.15 -0.07
O 2.90028 -2.40880 2.21395 -0.16 0.05 0.16
N 1.62152 -1.30405 0.63926 -0.40 0.55 0.21
C 2.58997 -1.53142 -0.38324 -0.16 0.00 -0.13
C 2.31034 -2.54264 -1.31863 -0.02 -0.01 -0.06
C 3.24490 -2.81944 -2.30702 -0.06 0.03 0.04
C 4.43614 -2.12007 -2.37496 0.07 0.03 -0.01
C 4.68859 -1.11744 -1.45944 -0.02 -0.01 -0.08
C 3.77087 -0.79274 -0.46612 0.03 -0.03 0.00
C 4.09461 0.32864 0.49143 -0.02 0.06 0.07
C 5.18667 -0.09273 1.47939 -0.08 0.04 -0.02
C 4.50514 1.59564 -0.26404 -0.10 0.00 0.08
C 1.03410 -3.35748 -1.22744 -0.15 0.12 0.04
C 1.25383 -4.56344 -0.31267 0.00 0.02 -0.01
C 0.49151 -3.79252 -2.58874 0.01 -0.01 0.08
H -2.30409 -5.63319 0.13065 0.03 -0.03 0.03
H -2.04052 -4.46986 -1.17624 -0.05 -0.01 0.05
H -3.55719 -5.36501 -1.08135 -0.03 -0.03 -0.02
H -2.54120 -3.34545 0.94660 0.08 0.03 0.05
H -5.19008 -4.85249 0.87118 -0.04 -0.02 -0.02
H -4.80763 -3.54230 1.99398 -0.04 0.10 0.06
H -3.89271 -5.05710 2.04675 0.02 -0.03 0.02
H -5.36689 -4.09395 -1.25768 -0.04 -0.07 0.00
H -6.45856 -2.49947 -2.79097 -0.01 -0.01 -0.02
H -5.63745 -0.18117 -2.89273 -0.01 0.02 -0.02
H -4.53919 1.48054 -2.18549 0.08 -0.11 0.15
H -1.65423 0.55161 -2.00585 0.02 0.00 -0.03
H -2.18672 2.05833 -2.73320 0.09 0.14 -0.03
H -2.67409 0.51170 -3.44569 0.00 0.00 -0.05
H -2.56816 1.51208 0.11063 -0.14 0.03 -0.02
H -4.31196 1.57252 0.39677 -0.03 -0.01 0.00
H -3.51377 2.86259 -0.52612 0.04 0.03 -0.03
H -2.78282 -1.65588 4.47814 -0.02 0.00 0.00
H -0.72613 -2.30207 5.76032 0.00 -0.01 0.00
H 1.47289 -2.44098 4.55804 0.04 0.00 0.02
H 3.04376 -3.59223 -3.03280 -0.04 -0.09 -0.08
H 5.16100 -2.35131 -3.14616 0.01 0.00 0.00
H 5.61573 -0.56561 -1.52172 0.08 0.03 0.00
H 3.17938 0.53862 1.05151 0.06 0.02 -0.01
H 6.12089 -0.30080 0.95442 0.06 -0.01 -0.05
H 4.88802 -0.98647 2.02118 -0.02 -0.08 0.03
H 5.37737 0.70813 2.19642 0.01 0.05 0.04
H 5.37936 1.41682 -0.88653 0.11 -0.02 -0.05
H 4.76745 2.39039 0.43761 -0.03 0.03 0.03
H 3.69920 1.95217 -0.90660 -0.03 0.00 -0.03
H 0.26824 -2.72141 -0.76145 0.13 -0.14 -0.12
H 1.99162 -5.24087 -0.74954 0.03 -0.01 -0.02
H 0.32448 -5.11510 -0.17508 -0.10 -0.06 0.02
H 1.62669 -4.25544 0.66335 0.02 -0.01 0.04
H 1.12449 -4.54809 -3.05496 0.06 -0.05 -0.05
H 0.41227 -2.94619 -3.26973 -0.01 0.07 -0.05
H -0.50192 -4.23234 -2.48031 0.07 0.03 0.00
C 0.56938 4.95240 -3.56433 0.02 0.06 -0.04
C 0.70669 3.51714 -3.13432 0.05 -0.13 -0.17
C 0.96468 2.52108 -4.06627 -0.06 0.15 0.09
C 1.07960 1.19902 -3.63662 0.01 -0.06 0.13
C 1.37505 0.09034 -4.61034 -0.03 -0.02 -0.03
C 0.92438 0.90320 -2.30006 0.06 -0.09 -0.18
C 0.63821 1.88053 -1.31583 0.23 -0.23 -0.37
C 0.55488 3.20446 -1.79015 -0.07 0.19 0.13
N 0.50240 1.43711 -0.03659 -0.88 -0.17 -0.06
C 0.46894 2.38274 1.09411 0.29 -0.16 0.30
C 1.73211 3.27375 1.08165 -0.04 0.11 -0.12
C 1.81002 4.17988 2.30881 0.10 0.06 0.02
C 0.56664 5.06516 2.37520 0.02 0.06 0.04
C -0.67554 4.18279 2.47401 -0.11 0.04 -0.01
C -0.58826 3.32626 3.73582 -0.01 0.01 0.05
C 0.65346 2.44122 3.64864 0.00 -0.03 0.10
C 1.89769 3.32041 3.56715 0.04 0.00 0.03
C 0.55476 1.56327 2.40257 -0.07 0.03 -0.08
C -0.77824 3.27657 1.24117 -0.18 -0.04 -0.12
H 0.72818 5.05833 -4.63664 0.00 0.01 -0.05
H 1.29370 5.58801 -3.05124 0.02 0.02 0.01
H -0.42358 5.33932 -3.33090 -0.05 0.02 0.01
H 1.07453 2.76638 -5.11399 0.02 0.04 -0.11
H 1.54378 0.47921 -5.61469 0.01 0.01 -0.02
H 0.54400 -0.61703 -4.65758 -0.02 -0.01 -0.01
H 2.25843 -0.46945 -4.30261 0.06 -0.05 0.02
H 1.04535 -0.13256 -1.97916 -0.10 0.17 0.00
H 0.34745 4.02951 -1.12044 -0.05 -0.12 -0.07
H 1.77307 3.88998 0.18200 0.04 -0.08 0.08
H 2.59959 2.62049 1.05368 0.08 -0.09 0.00
H 2.70679 4.80659 2.23298 -0.04 -0.02 -0.02
H 0.50794 5.69978 1.48569 0.01 0.01 -0.04
H 0.62546 5.72726 3.24557 -0.01 0.04 0.02
H -1.57304 4.81106 2.52168 0.05 -0.02 -0.01
H -1.48394 2.70631 3.82599 -0.05 -0.04 0.01
H -0.53838 3.96370 4.62524 0.00 0.02 0.02
H 0.71495 1.79533 4.53319 -0.02 0.03 -0.05
H 2.79277 2.69316 3.52365 0.05 -0.02 0.00
H 1.98065 3.94951 4.45987 -0.01 0.02 0.02
H -0.34511 0.94717 2.48481 -0.01 -0.02 0.01
H 1.41408 0.89308 2.33978 0.06 -0.05 0.00
H -0.93211 3.89410 0.35365 -0.04 -0.07 0.01
H -1.66300 2.64247 1.34534 0.12 0.04 -0.01
```
Positions in Å, forces in eV/Å.

Output
Total energy, Eh: -2392.75876
E_HOMO, eV: -4.0
Energy relative to the best compared isomer or geometry (same formula, charge and spin), kcal/mol: 32.9
Charge: -1

No. 2
Density functional theory data (the ωB97M-V functional and the def2-TZVPD basis) for C49H62Ge2N5O5S4W as an isolated structure at a distorted geometry.

XYZ file:
```
128
Properties=species:S:1:pos:R:3:forces:R:3
W -2.83590 2.83255 0.19852 -2.94 1.89 3.14
N -4.36134 4.40295 -0.64767 -0.58 -0.56 0.10
N -5.35283 3.77020 -1.40911 -0.77 -0.32 -2.10
C -5.64410 2.48988 -1.13718 -1.40 -0.18 0.38
N -6.70443 1.84378 -1.60215 1.54 -0.20 1.20
N -4.78338 2.06754 -0.25590 1.06 -3.62 2.15
N -4.98442 0.65314 0.23013 0.33 0.11 -1.10
O -6.09195 0.17010 0.28003 0.64 0.68 0.24
O -3.94199 0.11239 0.46625 -0.35 -0.07 0.23
H -4.96632 4.88806 0.00214 0.93 0.82 0.95
H -3.87834 5.04835 -1.24362 0.34 0.63 -0.25
H -5.90717 4.30953 -2.04067 -0.30 0.39 -0.31
H -7.27017 2.42379 -2.16082 -1.61 0.40 -1.30
H -7.06478 0.96512 -1.17684 0.70 1.14 -0.47
C 0.71841 6.40033 0.42945 0.98 0.17 -0.34
C 1.04695 5.26142 -0.44680 -1.04 -1.64 -2.04
C 2.10409 4.46477 -0.12846 1.89 -1.18 0.73
C 2.52861 3.33786 -0.89527 -1.38 0.10 0.32
C 3.74415 2.51547 -0.58772 1.49 1.02 1.07
C 1.76277 2.98064 -2.00139 -0.05 0.07 -0.37
C 0.70777 3.82817 -2.45806 0.01 -0.50 0.18
C -0.00274 3.69684 -3.79135 -1.39 0.17 -0.01
C 0.32264 4.85263 -1.63183 0.39 1.69 1.05
C 2.14757 1.76084 -2.77393 -0.04 -0.82 -1.55
C 2.93849 1.89478 -3.96174 -1.41 0.68 1.86
C 3.17838 0.77034 -4.69203 1.12 0.23 -0.71
C 2.82931 -0.49131 -4.28468 -0.69 -0.09 -0.70
C 1.99658 -0.71714 -3.22392 -1.47 -0.41 0.08
C 1.63736 0.42556 -2.48671 0.95 1.53 0.24
Ge 0.84139 0.04478 -0.81882 -1.23 -0.61 0.60
S -1.41429 1.93381 -0.90600 2.69 -1.78 -2.26
S -0.30389 -1.68674 0.14210 0.85 1.24 0.16
Ge 0.43594 -0.65951 2.03453 -0.97 -2.01 0.09
S -2.71967 2.20910 2.20669 0.55 0.42 -0.29
S 1.38689 0.97693 1.11893 0.66 1.37 -0.52
C 0.59647 -1.54852 3.74845 -0.03 1.96 0.01
C 0.92771 -0.72376 4.86188 -0.36 -1.08 0.06
C 1.32294 -1.43181 6.00206 0.30 0.92 -1.13
C 1.59139 -2.80002 5.95172 -0.39 -0.17 -0.67
C 1.31096 -3.56873 4.82694 -0.28 0.38 -0.57
C 0.67771 -2.91638 3.70592 1.18 -1.38 0.86
C 0.20012 -3.69244 2.54559 -1.28 -0.20 0.06
C 1.09714 -4.39991 1.74165 -0.63 -0.29 0.25
C 2.56225 -4.08977 1.74706 -0.57 -0.07 -0.92
C 0.58698 -5.40726 0.92072 0.74 -0.46 -0.24
C -0.75545 -5.67561 0.84562 -1.92 -0.65 0.54
C -1.38976 -6.93504 0.28244 1.38 0.33 -0.78
C -1.63950 -4.87976 1.54849 0.96 1.21 0.41
C -1.21097 -3.87007 2.39040 0.62 -0.14 0.53
C -2.33151 -3.12408 3.11795 2.69 1.61 -1.72
C 0.94032 0.76808 4.68445 0.23 -1.22 1.00
C 2.11140 1.27749 4.06907 -1.41 -0.93 -0.12
C 3.25713 0.36755 3.78097 1.38 -0.28 0.67
C 2.05627 2.58058 3.69167 1.31 2.31 -0.08
C 1.04629 3.47223 4.15826 0.12 0.17 -0.18
C 1.11747 4.96144 3.88007 -1.42 -1.05 2.33
C 0.04699 2.99115 4.98318 -0.71 -1.25 0.37
C -0.05143 1.57475 5.22458 -1.17 1.09 0.20
C -1.26848 1.06131 6.07560 0.57 0.54 -1.42
C 1.27278 -2.06605 -3.05793 1.91 1.07 1.43
C 0.18780 -2.38428 -3.83782 -0.21 0.02 -1.22
C -0.31827 -1.53955 -4.96865 1.80 1.44 0.93
C -0.32725 -3.65279 -3.78896 1.33 -1.62 2.53
C 0.20871 -4.64560 -2.90391 -0.19 2.18 -1.63
C -0.16153 -6.04683 -3.01898 1.09 -2.85 0.36
C 1.26160 -4.27387 -2.09976 1.56 -0.37 0.93
C 1.83705 -3.00074 -2.15641 -2.28 -0.08 -0.33
C 3.00465 -2.62666 -1.36567 2.72 0.54 -2.08
H -0.23917 6.81698 0.28132 -1.14 0.40 -0.12
H 1.45835 7.18344 0.31105 0.08 0.34 -0.32
H 0.87350 6.08233 1.42901 -0.34 -0.19 1.08
H 2.67301 4.68421 0.79762 -0.21 -0.05 -0.66
H 3.86749 2.19815 0.48333 -0.44 0.24 -0.87
H 4.60997 3.24142 -0.71675 -0.64 -1.19 -0.18
H 3.83653 1.63444 -1.24605 0.24 0.59 0.40
H -0.85209 4.44791 -3.85443 1.24 -0.62 0.03
H -0.51501 2.74387 -3.99491 0.38 -0.12 0.39
H 0.66204 3.83843 -4.64070 0.11 0.22 0.04
H -0.53700 5.44927 -1.94764 0.27 0.03 0.10
H 3.29675 2.87038 -4.32733 -0.34 -0.47 0.45
H 3.68729 0.89851 -5.63548 0.23 -0.16 -0.19
H 2.97886 -1.25166 -4.99917 0.42 -1.14 -0.43
H 1.64260 -0.86514 6.85010 -0.07 0.20 0.58
H 2.04758 -3.24330 6.81248 0.15 -0.32 0.31
H 1.62542 -4.63968 4.79680 -0.69 0.99 -0.10
H 3.00197 -4.92534 1.15138 0.50 1.05 0.69
H 2.96168 -3.91742 2.73644 0.33 -0.55 0.21
H 2.66165 -3.09898 1.25427 0.31 -0.62 -0.14
H 1.25810 -6.10754 0.40863 -0.03 0.45 0.16
H -0.55686 -7.48102 -0.16689 -0.37 -0.61 0.08
H -2.11260 -6.74963 -0.51457 -0.05 0.17 0.19
H -1.87915 -7.49713 1.07437 0.15 -0.11 -0.04
H -2.68256 -5.04324 1.57534 -1.02 -0.53 -0.41
H -3.03306 -3.76140 3.47760 -2.08 -2.05 1.05
H -2.79299 -2.51024 2.34918 -0.34 0.29 0.02
H -2.01906 -2.48093 3.91490 0.35 0.34 0.47
H 3.07825 -0.51224 3.16443 -0.41 -0.05 -0.06
H 3.69984 -0.05407 4.72305 -0.45 0.48 -0.68
H 4.06019 0.90045 3.27712 0.07 0.19 0.02
H 2.96322 2.99197 3.15854 -1.19 -0.24 0.49
H 0.17205 5.47427 3.75081 -0.40 -0.33 -0.25
H 1.74540 5.18077 3.11850 1.93 0.60 -2.56
H 1.53284 5.44062 4.74622 0.39 0.24 0.63
H -0.70973 3.67142 5.45644 0.84 -0.67 -0.63
H -1.66383 0.07556 5.78475 0.15 0.42 -0.41
H -2.06514 1.83841 6.00882 0.52 -0.76 0.29
H -0.96324 0.89462 7.09112 0.16 0.34 0.67
H -0.01452 -0.48843 -4.92899 0.04 -0.09 0.23
H -1.34777 -1.55122 -4.99633 -2.37 -0.17 -0.22
H 0.02734 -1.88621 -5.90598 0.43 -0.61 -1.01
H -1.05806 -3.96010 -4.46431 -1.25 -0.35 -1.09
H -0.49663 -6.35919 -4.05392 0.38 0.28 1.36
H -0.85163 -6.38014 -2.24332 -0.62 0.28 -0.37
H 0.75738 -6.66749 -2.65547 -1.35 0.82 -1.25
H 1.79090 -5.06656 -1.49634 -0.73 1.03 -0.62
H 3.75485 -2.40686 -2.17422 -0.23 0.26 0.57
H 3.54433 -3.41611 -0.90307 -0.23 -0.81 0.99
H 3.05775 -1.71211 -0.78328 -0.54 0.10 0.40
O -8.24961 3.03205 -3.43195 1.16 1.65 1.67
H -8.52360 2.40671 -4.04186 -0.66 -2.15 -2.08
H -8.98230 3.62963 -3.38593 -0.70 0.78 0.18
O -2.70844 -0.88460 -2.67191 0.31 0.70 -1.18
H -2.52174 -0.84764 -3.63768 -0.20 0.25 0.96
H -2.77456 -1.82297 -2.53870 -0.10 -0.81 0.40
O 5.33797 1.02690 -7.33638 -0.27 -1.18 -0.43
H 6.14598 0.90094 -6.87072 1.42 1.15 1.40
H 5.46429 0.15564 -7.74077 -1.16 0.00 -0.94
H -1.99255 4.34729 0.38869 -0.49 -0.38 -0.16
```
Positions in Å, forces in eV/Å.

Output
Total energy, Eh: -8367.06225
E_HOMO, eV: -14.6
Energy relative to the best compared isomer or geometry (same formula, charge and spin), kcal/mol: 32.6
Charge: +3